DFT (ωB97M-V/def2-TZVPD) results for a 8-piece molecular cluster, C78H178F12N2O2P6 overall at a distorted geometry.

Its energy above the lowest of the compared OMol25 structures with the same formula, charge and spin is 26.5 kJ/mol. For the LUMO energy, the calculation gives -6.45 eV. Its charge is +4. As for the HOMO energy: -16.14 eV. The frontier orbital gap is 9.69 eV.

Each line ends with the Mulliken charge.
CARTESIAN COORDINATES (ANGSTROEM)
P: -1.08924 1.64449 -0.38827  1.686
P: 5.25604 -6.20998 -0.18530  0.515
P: -5.23275 -0.81296 0.47799  0.485
P: -5.51671 2.84096 -6.99385  1.112
P: 4.38091 -0.24573 7.88626  0.950
P: 2.95373 4.73135 -3.55643  1.379
F: 3.52627 5.06316 -5.02298  -0.359
F: -2.18102 0.74856 0.39961  -0.561
F: 0.02045 0.44525 -0.40719  -0.333
F: 4.16851 5.45338 -2.86619  -0.399
F: 2.06144 6.09143 -3.58488  -0.385
F: -1.64045 1.18214 -1.77836  -0.324
F: 1.64845 3.99726 -4.17277  -0.440
F: -0.38183 2.01863 1.04217  -0.361
F: 3.80153 3.35798 -3.52734  -0.386
F: -1.97550 2.97836 -0.38032  -0.547
F: 2.37403 4.31213 -2.14915  -0.499
F: 0.00228 2.54250 -1.19723  -0.879
O: 4.65390 1.74074 -0.76350  -0.243
O: 3.30246 -1.24619 -3.30179  0.062
N: 2.39269 1.42746 -2.01061  1.193
N: -0.46440 6.47351 0.75817  0.132
C: -6.35046 3.06555 1.24158  -0.760
C: 5.38421 1.17565 8.00333  -0.904
C: -6.61051 5.38758 -7.48387  -0.730
C: -2.58664 -2.19412 -1.54469  1.232
C: -5.03080 2.97845 -9.69672  -0.307
C: 0.82100 5.72867 0.75850  -0.092
C: 6.93499 3.67523 7.20867  -1.245
C: 4.22242 0.38725 -0.79483  -1.096
C: 2.44384 1.09525 5.38797  0.026
C: 1.96408 -4.16840 1.38733  -1.341
C: 0.70219 -1.22960 9.39724  -0.566
C: -1.33106 5.48017 2.93050  -0.298
C: 6.98341 -2.95877 11.83547  -1.268
C: 2.02879 -2.86912 0.53242  -0.470
C: 1.95115 0.79940 -3.33209  0.033
C: -7.22335 -3.88705 -0.07202  -0.202
C: -4.47674 -1.53006 5.24098  -1.287
C: -3.72272 -1.76892 3.93287  -0.109
C: 6.48534 -4.17488 -4.46106  -1.412
C: -0.11614 -0.05821 8.87218  -1.143
C: -0.37996 7.81275 1.46609  -0.907
C: 5.69332 3.77064 8.07199  -0.542
C: -5.78714 1.85822 0.43891  -0.759
C: 6.92232 -5.80401 0.30941  -1.062
C: 2.22904 2.51168 4.56219  -1.196
C: -6.60826 2.05184 -11.44951  -1.175
C: 6.03626 1.94819 -0.75150  -0.905
C: -7.43945 -4.88035 -1.25546  -1.545
C: -3.97335 3.62867 -6.68119  -1.064
C: 2.69499 0.54758 -0.91427  -0.440
C: 4.26932 -5.24883 0.95587  -0.838
C: -7.83054 6.28510 -7.63191  -0.641
C: 5.06487 -4.28639 -2.23819  0.309
C: 3.11185 -0.00800 -3.95197  -0.885
C: 3.39844 -9.96156 0.05284  -0.622
C: -7.21082 0.80691 -5.93826  -0.764
C: -5.81629 1.45354 -5.85041  -1.254
C: -8.69242 -1.10604 -5.03572  -1.512
C: -5.17128 2.28853 -11.02124  -0.759
C: 2.70516 -5.35799 0.75375  -0.699
C: 5.57077 -1.89924 10.05729  -0.468
C: -6.93561 3.99839 -6.96825  -1.285
C: -1.83112 4.16738 3.48161  -1.195
C: 3.77836 0.33551 5.17280  -0.650
C: 6.70826 -2.78535 10.39618  -0.851
C: 4.04791 -0.72125 6.15219  -1.524
C: -0.68277 6.67754 -0.71400  -0.684
C: 2.83721 -0.14853 8.81930  -0.469
C: 5.24417 -1.75699 8.57705  -1.306
C: -7.42174 -0.23014 -4.85081  -0.223
C: 7.27072 -5.83057 1.78739  -0.943
C: -1.54702 5.62919 1.36256  0.309
C: -6.73548 4.18691 0.26642  -1.415
C: -4.18207 -2.01756 1.47002  -0.820
C: -2.84196 2.57975 -6.40583  -0.525
C: 5.07404 -4.03861 -3.74815  -0.323
C: 4.95516 -7.95601 0.13784  -1.248
C: -4.74765 -2.18593 2.84370  -1.073
C: -7.32013 7.75203 -7.87813  -1.326
C: -2.26129 -3.61313 -2.03075  -1.663
C: 4.62702 -10.89276 0.09914  -1.111
C: -7.00204 -1.33030 0.47716  -0.729
C: 0.70532 7.03154 -1.24179  -0.479
C: -0.88735 4.06672 -7.44693  -1.372
C: -1.46444 3.18217 -6.34552  -0.741
C: -4.03009 -1.80353 -1.94004  -1.241
C: -5.23411 0.74266 1.34621  -0.670
C: 1.71952 6.49043 -0.19121  -0.287
C: 3.69722 -8.54823 -0.52741  -0.625
C: -4.62726 -0.55002 -1.27379  0.023
C: 9.01044 -6.29230 3.51960  -1.189
C: 4.94839 -5.79661 -1.90213  -0.875
C: 4.81064 2.55465 7.70233  -0.089
C: 8.72305 -6.17653 1.99777  -0.476
C: -7.39741 -2.42243 -0.53841  -0.657
C: 1.95976 -1.36503 8.62506  -0.751
C: -5.39041 2.04461 -8.55936  -1.266
C: 2.35557 -2.24003 -3.72640  -0.504
H: 2.87219 -7.90817 -0.37687  0.231
H: 7.42250 2.68136 7.19287  0.270
H: -7.42954 0.30161 -3.92497  0.286
H: -8.43222 6.04351 -8.53744  0.346
H: 7.66805 4.37536 7.45486  0.461
H: -1.11566 -0.02738 9.31944  0.393
H: 1.66245 -3.12111 -0.49118  0.109
H: 0.78829 6.65848 -2.23850  0.235
H: 4.84387 -8.05492 1.21612  0.769
H: -3.31721 -0.83193 3.46274  0.128
H: -3.03124 2.17080 -5.41259  0.221
H: -8.86531 -1.25944 -6.06725  0.412
H: 6.68317 3.86830 6.17897  0.310
H: 4.54013 -4.18825 0.86599  0.428
H: 5.69097 -6.30614 -2.50812  0.573
H: 2.35364 -2.37004 -4.77075  0.396
H: -1.42802 4.67146 0.86476  -0.767
H: 7.19833 -4.84309 -0.10924  0.614
H: -1.14869 5.77381 -1.18770  0.198
H: -6.93962 -2.33719 -1.51204  -0.134
H: 4.77684 -2.99139 -3.92110  -0.030
H: -2.35909 -2.10586 -0.45000  -0.124
H: 4.29101 -4.66259 -4.22490  0.424
H: 4.51960 -0.11586 0.10860  0.673
H: -8.41624 6.16624 -6.79016  0.447
H: -6.00073 5.43929 -8.39305  0.447
H: 2.59150 -10.45158 -0.52524  0.410
H: -6.54692 -0.88951 -4.85965  0.286
H: -7.73806 3.46698 -7.41460  0.639
H: -8.18573 8.36718 -8.00351  0.418
H: -7.39864 0.35932 -6.95519  0.262
H: 3.01019 -9.81395 1.08362  0.296
H: -7.33896 3.76767 -0.55890  0.332
H: -8.01541 1.57274 -5.84544  0.337
H: 5.90107 3.74808 9.16624  0.360
H: 5.69630 1.27244 9.03375  0.436
H: 1.68665 2.14884 -1.73160  -0.447
H: -3.91208 -1.19998 6.12774  0.378
H: 2.32483 0.77449 8.52800  0.416
H: 2.29743 -3.96058 2.40053  0.399
H: -1.33659 3.72426 -5.41827  0.330
H: -9.47650 -0.47687 -4.65834  0.415
H: -1.34933 5.07064 -7.51842  0.307
H: 4.57077 1.08310 5.15204  0.316
H: -2.94579 4.12716 3.40606  0.243
H: -4.23295 0.90785 1.75245  0.632
H: -4.70624 -2.64796 -1.93777  0.098
H: 0.92056 -4.45198 1.41508  0.416
H: 3.13665 2.04917 -2.25869  0.526
H: 2.52161 -5.51864 -0.30514  0.524
H: 7.50862 -2.08529 12.21771  0.351
H: -5.91697 4.67288 -0.19871  0.319
H: 0.07659 -2.14766 9.24166  0.335
H: -3.79333 4.22858 -7.55743  0.659
H: -5.60465 1.83089 -4.85495  0.568
H: -3.16231 -1.65356 1.44447  0.572
H: -1.88645 -1.43339 -1.98715  -0.357
H: 0.54208 4.70130 0.43663  -0.271
H: 7.54785 -2.26491 9.91431  0.311
H: -6.92482 -4.57919 -2.14866  0.344
H: -6.58050 1.49338 -0.21771  0.479
H: -5.49606 -0.16998 -1.81933  0.300
H: -7.08255 2.74583 1.90578  0.551
H: 1.79953 1.73987 -3.87919  -0.007
H: 3.13469 -0.26040 9.85699  0.638
H: -4.22576 -3.01705 0.97451  0.509
H: 3.89627 -6.06226 -2.13403  0.558
H: -8.69263 -2.04755 -4.48575  0.351
H: 0.19216 4.29852 -7.26091  0.376
H: -5.75158 3.76292 -9.60912  0.155
H: -2.54954 6.03693 1.16185  0.627
H: -4.63173 1.28374 -8.47802  0.672
H: -0.95297 3.59574 -8.44436  0.319
H: 8.61841 -7.31208 3.76172  0.299
H: -7.17764 4.10805 -5.90038  0.652
H: 3.86944 -8.53754 -1.61674  0.367
H: -3.02903 1.71174 -7.04246  0.535
H: -5.93558 5.82725 -6.73141  0.358
H: -8.48230 -4.93515 -1.44958  0.411
H: 2.25471 -0.46572 -0.98098  -0.006
H: -1.28490 -3.97743 -1.71478  0.324
H: -5.83771 0.53874 2.24313  0.729
H: 3.03451 -2.40686 0.45672  0.031
H: 10.04842 -6.17133 3.88363  0.351
H: -5.60145 3.43088 1.88418  0.289
H: -6.64415 7.74472 -8.76822  0.324
H: -1.90860 6.24765 3.42974  0.409
H: 2.17562 2.33696 3.47316  0.155
H: 6.26950 0.90470 7.38437  0.435
H: 9.32852 -5.32183 1.50542  0.299
H: -3.97965 4.25319 -5.78299  0.690
H: -4.05831 3.39845 -9.65054  0.190
H: -4.60416 1.34870 -10.95437  0.346
H: -3.92272 0.28950 -1.24388  -0.073
H: -0.03233 8.48589 0.75418  0.472
H: -1.38184 8.10344 1.72430  0.340
H: 2.98724 -0.10568 -5.05506  0.536
H: -7.13624 2.97035 -11.73090  0.291
H: 8.95355 -7.16189 1.57820  0.368
H: 0.32903 0.87360 9.19472  0.346
H: -6.66711 1.36228 -12.28489  0.409
H: 5.94594 -0.89554 10.33088  0.164
H: 1.77133 -1.59864 7.61100  0.326
H: 7.02331 -3.25361 -4.25579  0.355
H: 2.35733 1.40429 6.46491  -0.132
H: -6.25950 -3.95954 0.40076  0.108
H: 6.62556 -6.55828 2.29255  0.512
H: -7.60502 -0.47914 0.32181  0.669
H: 4.31910 -11.91270 0.45134  0.372
H: -2.92367 -2.53070 4.08482  0.296
H: -7.28314 -1.67868 1.46432  0.512
H: 1.32431 -2.15137 0.87045  0.612
H: 2.75136 -3.12755 -3.25412  0.049
H: 6.62904 1.30355 -1.44584  0.331
H: 3.87453 2.64631 8.33857  0.137
H: -4.60057 2.76597 -11.81115  0.434
H: 5.11829 -10.90699 -0.90189  0.286
H: 2.54999 -2.29882 8.83834  0.270
H: 2.34204 -6.32023 1.21408  0.348
H: -7.92970 -4.11892 0.75929  0.448
H: -1.36114 3.35165 2.89295  0.132
H: 7.07676 -5.04860 -4.17830  0.314
H: 5.85519 -8.46858 -0.03425  0.773
H: 1.62336 0.39974 5.17517  0.587
H: -6.80934 8.06633 -7.02223  0.368
H: -2.32918 -3.74422 -3.08599  0.442
H: 6.13452 2.95029 -1.08489  0.287
H: -3.94122 -1.57947 -3.02000  0.606
H: -4.97433 2.14870 -0.22925  0.137
H: 0.66887 8.09041 -1.39469  0.553
H: -8.45207 -2.34081 -0.82743  0.687
H: 4.66861 -2.15453 10.57020  0.446
H: 5.35329 -10.54862 0.83986  0.289
H: -1.59526 4.06076 4.52243  0.443
H: 1.22357 5.70006 1.74422  0.526
H: -1.44074 7.47177 -0.81516  0.465
H: 4.49230 2.66060 6.65969  -0.138
H: 3.33094 -1.50725 6.04989  0.709
H: 4.59890 -5.63092 1.93107  0.730
H: 2.29857 7.24495 0.38270  0.374
H: 4.54268 -2.53196 8.30627  0.664
H: 6.45397 -4.17973 -5.53265  0.424
H: 7.51690 -6.52049 -0.28213  0.586
H: 4.94356 -1.27582 6.01634  0.743
H: 1.26442 2.87296 4.84822  0.400
H: 2.33196 1.05322 -0.01509  0.772
H: -7.34211 4.82737 0.84554  0.454
H: 7.07863 -4.83639 2.23333  0.330
H: -5.07839 -3.24846 2.92435  0.486
H: -6.24148 1.44052 -8.81365  0.733
H: -0.27881 5.64082 3.19426  0.278
H: 5.19518 4.70923 7.80247  0.365
H: -7.11298 -5.86993 -1.00716  0.415
H: 4.78999 -0.10627 -1.55705  0.282
H: -7.09245 1.62738 -10.59605  0.300
H: -5.24176 -0.77240 5.05492  0.305
H: 7.53513 -3.91647 11.96311  0.353
H: 6.00214 -3.22285 12.31877  0.307
H: -3.00166 -4.37225 -1.63666  0.346
H: -5.64535 -1.56315 2.97297  0.219
H: -0.11876 -0.00348 7.76713  0.208
H: 6.63932 -3.65674 9.82509  0.559
H: 2.45055 5.88283 -0.70373  0.001
H: 6.49029 1.84913 0.26359  0.248
H: -0.79612 2.36026 -6.10905  0.331
H: 3.01806 3.23476 4.82533  0.295
H: 0.98003 0.29361 -3.20363  0.142
H: 0.97256 -1.05621 10.45650  0.331
H: 1.30403 -1.98126 -3.40883  0.064
H: 0.31126 7.70106 2.35618  0.287
H: 6.17493 -1.97270 7.98071  0.549
H: -5.13608 -2.46552 5.33831  0.315
H: -5.11030 0.63242 -5.95064  0.633
H: 3.81446 -0.12274 4.14630  0.317
H: 6.01522 -3.98295 -1.77322  0.252
H: 4.26936 -3.70703 -1.76601  -0.351
H: 8.36482 -5.61594 4.07554  0.300
H: 4.09809 0.52035 -3.79400  0.175